DFT (wB97M-V/def2-TZVPD) results for a 6-piece molecular cluster, C22H38FN7O12S2 overall.

Last column: Mulliken charge in e.
CARTESIAN COORDINATES (ANGSTROEM)
C: 3.00191 5.62893 0.65482  -1.16
C: 3.13475 4.43424 -0.28914  -0.20
S: 2.15707 4.65882 -1.79558  -0.18
C: 1.47197 3.03343 -2.19020  -0.69
C: 2.44748 1.91033 -2.51778  1.05
C: 1.99771 0.75660 -3.02932  0.32
C: 0.57320 0.46962 -3.36078  -0.86
C: -0.13625 -0.41319 -2.30160  -0.72
C: -1.48544 0.16380 -1.86681  -0.28
C: -2.13884 -0.70028 -0.78376  -0.52
N: -2.18090 -0.01510 0.51877  -0.68
C: 2.97942 -0.34873 -3.29509  -0.37
O: 2.85762 -1.11281 -4.23486  -0.62
C: 4.14094 -0.46764 -2.35566  0.47
C: 4.73062 -1.82506 -2.07416  -1.47
C: 4.92617 -2.17897 -0.59310  0.50
C: 6.37144 -2.07893 -0.08859  -1.32
F: 4.04611 -1.49849 0.22827  -0.32
C: 4.58606 0.68830 -1.87735  0.56
N: 5.70918 0.82210 -0.98564  -0.47
C: 5.44069 1.30774 0.11176  0.51
S: 5.15725 1.55091 1.62458  -0.32
C: 3.92356 1.98588 -2.30715  0.00
O: 4.61554 2.95879 -2.48643  -0.55
H: 3.50257 6.48327 0.19913  0.37
H: 3.54837 5.38784 1.57004  0.25
H: 1.96371 5.85603 0.87738  0.41
H: 2.86682 3.50661 0.21886  0.25
H: 4.19290 4.34768 -0.52922  0.26
H: 0.80266 2.69115 -1.40071  0.28
H: 0.84535 3.20048 -3.06213  0.43
H: -0.01837 1.36189 -3.50771  0.14
H: 0.55625 -0.04644 -4.32132  0.61
H: 0.49207 -0.65136 -1.44251  0.45
H: -0.38084 -1.35444 -2.79640  0.33
H: -1.39835 1.19862 -1.53169  0.21
H: -2.18417 0.18875 -2.69860  0.25
H: -1.63885 -1.67325 -0.69163  0.26
H: -3.17272 -0.91558 -1.05392  0.34
H: -1.25908 0.32846 0.76927  0.27
H: -2.40550 -0.70807 1.22409  0.17
H: 4.02040 -2.54861 -2.47552  0.28
H: 5.65081 -1.99242 -2.63027  0.42
H: 4.66050 -3.23339 -0.49875  0.38
H: 6.93249 -1.41876 -0.74523  0.33
H: 6.85542 -3.05050 -0.10435  0.38
H: 6.37375 -1.64342 0.90720  0.29
C: -0.37012 -3.21994 2.61104  -0.77
N: -1.71012 -2.72133 3.02542  0.87
O: -2.60145 -2.73490 2.19455  -0.50
O: -1.82522 -2.33298 4.16191  -0.52
H: -0.42338 -3.52954 1.57390  0.30
H: 0.33446 -2.40373 2.74062  0.31
H: -0.12050 -4.05558 3.25771  0.33
C: 4.14148 8.07442 4.19634  -0.76
N: 3.78003 6.72322 3.68920  0.84
O: 2.61774 6.39039 3.74812  -0.50
O: 4.68609 6.04494 3.24937  -0.51
H: 3.24095 8.55902 4.55424  0.31
H: 4.85947 7.93869 4.99928  0.28
H: 4.58141 8.62532 3.37043  0.30
C: -5.65795 -3.81120 2.13948  -0.77
N: -6.49350 -5.04050 2.20845  0.91
O: -6.53936 -5.63791 3.26470  -0.52
O: -7.07684 -5.36736 1.19751  -0.53
H: -5.20196 -3.64601 3.10770  0.33
H: -4.90229 -3.97229 1.37742  0.29
H: -6.31250 -2.98729 1.87161  0.29
C: -8.73352 -7.53728 3.04663  -0.70
N: -9.46125 -8.79927 3.36195  0.86
O: -9.32009 -9.27177 4.47006  -0.53
O: -10.14933 -9.27263 2.48230  -0.53
H: -8.16843 -7.23910 3.91591  0.33
H: -8.07869 -7.73782 2.20660  0.28
H: -9.47812 -6.79046 2.78779  0.28
C: -4.17493 3.02771 -3.81090  -0.84
N: -2.72359 2.86634 -3.53024  0.94
O: -2.09391 2.08961 -4.22001  -0.53
O: -2.26302 3.52220 -2.62370  -0.51
H: -4.43887 2.38200 -4.64002  0.33
H: -4.71229 2.74876 -2.90917  0.31
H: -4.34387 4.07146 -4.05737  0.30

Output
- SMILES = CCSCC1=C(CCCCN)C(=O)C(C[C@@H](C)F)=C(N=C=S)C1=O.C[N+](=O)[O-].C[N+](=O)[O-].C[N+](=O)[O-].C[N+](=O)[O-].C[N+](=O)[O-]
- HOMO-LUMO gap (eV) = 7.41
- HOMO energy (eV) = -8.2
- electronic energy (hartree) = -3042.952314
- relative energy (zero: lowest compared OMol25 entry of this formula, charge and spin) (kcal/mol) = 0.0
- LUMO (eV) = -0.7
- net charge = 0
- M (g/mol) = 675.7